Entry 1:
{"formula": "C50H46CaGeN6OP2", "method": "ωB97M-V/def2-TZVPD", "species": ["Ca", "C", "C", "P", "C", "C", "C", "C", "C", "C", "C", "C", "C", "C", "C", "C", "C", "P", "C", "C", "C", "C", "C", "C", "C", "C", "C", "C", "C", "C", "H", "H", "H", "H", "H", "H", "H", "H", "H", "H", "H", "H", "H", "H", "H", "H", "H", "H", "H", "H", "H", "H", "H", "H", "H", "H", "N", "C", "C", "C", "C", "C", "C", "C", "C", "C", "C", "C", "C", "N", "C", "C", "C", "C", "N", "H", "H", "H", "H", "H", "H", "H", "H", "H", "H", "O", "N", "C", "C", "N", "C", "N", "C", "Ge", "C", "C", "C", "H", "H", "H", "H", "H", "H", "H", "H", "H", "H"], "xyz": [[1.31486, -1.36042, -0.68788], [-2.54260, 1.10859, -0.63816], [-1.89412, 1.17247, 0.75365], [-0.94687, 2.74389, 1.07422], [-1.86376, 3.42607, 2.52019], [-1.18929, 4.05390, 3.56948], [-1.88700, 4.66972, 4.59864], [-3.27632, 4.68258, 4.59671], [-3.95956, 4.08155, 3.54919], [-3.25852, 3.46651, 2.52008], [0.56516, 2.11094, 1.87855], [1.79809, 2.47133, 1.34272], [2.97797, 2.02649, 1.93043], [2.92523, 1.22950, 3.06083], [1.69677, 0.84747, 3.59291], [0.52470, 1.28212, 3.00226], [-1.58715, 0.84882, -1.81512], [-0.25686, 2.12696, -2.11580], [0.15029, 1.69222, -3.87109], [0.76459, 2.65818, -4.67095], [1.16161, 2.36608, -5.96502], [0.96086, 1.09278, -6.48748], [0.36640, 0.11941, -5.69998], [-0.03134, 0.41768, -4.40104], [-1.36286, 3.56758, -2.54714], [-1.05354, 4.81982, -2.02377], [-1.77485, 5.95051, -2.39056], [-2.82693, 5.84086, -3.28786], [-3.15243, 4.59628, -3.81458], [-2.42310, 3.47439, -3.44829], [-3.10928, 2.02739, -0.82721], [-3.25417, 0.27793, -0.63562], [-1.18890, 0.34430, 0.87163], [-2.66045, 1.06441, 1.52144], [-0.10581, 4.03871, 3.58796], [-1.34192, 5.13645, 5.41061], [-3.82084, 5.15458, 5.40557], [-5.04310, 4.09085, 3.53188], [-3.80907, 3.01051, 1.70417], [1.82883, 3.07700, 0.44407], [3.93404, 2.28401, 1.49262], [3.84028, 0.87523, 3.51324], [1.66276, 0.18153, 4.44568], [-0.43228, 0.97390, 3.40910], [-2.17068, 0.75588, -2.73079], [-1.11808, -0.13081, -1.62009], [0.94167, 3.65018, -4.26918], [1.64766, 3.12783, -6.56298], [1.28517, 0.85561, -7.49318], [0.22997, -0.88471, -6.08363], [-0.45425, -0.37253, -3.79163], [-0.24090, 4.90226, -1.31173], [-1.51626, 6.91597, -1.97248], [-3.38958, 6.71974, -3.57985], [-3.96816, 4.50161, -4.52163], [-2.67339, 2.51426, -3.88642], [2.08246, -4.67738, 9.18195], [2.02470, -4.31361, 8.08726], [1.95648, -3.86535, 6.73085], [3.05198, -4.02170, 5.86120], [3.00004, -3.56834, 4.56687], [1.84708, -2.92326, 4.03404], [0.74771, -2.80398, 4.93055], [0.79985, -3.25876, 6.22868], [1.76269, -2.40783, 2.69976], [2.99284, -2.01208, 1.96245], [4.26514, -1.77765, 2.48882], [5.12947, -1.51119, 1.39772], [4.34329, -1.58990, 0.26516], [3.04793, -1.89375, 0.59020], [0.48744, -2.46762, 2.07069], [-0.47227, -3.57709, 2.33495], [-1.35818, -3.59556, 1.33869], [-1.02789, -2.50108, 0.36093], [0.06241, -1.76158, 1.02988], [3.93906, -4.52860, 6.22388], [3.84454, -3.72575, 3.91033], [-0.14916, -2.30966, 4.57642], [-0.05269, -3.12691, 6.88510], [4.53305, -1.76003, 3.53548], [6.18890, -1.29931, 1.43971], [4.63904, -1.46211, -0.76888], [-0.36629, -4.28920, 3.14038], [-2.13936, -4.32387, 1.15952], [-1.89003, -1.83883, 0.17903], [1.97630, 0.25671, -1.90172], [2.16673, -0.77283, -2.63329], [3.01156, -0.67026, -3.61702], [3.21743, -1.80792, -4.47503], [3.41429, -2.68311, -5.19470], [3.71923, 0.54610, -3.92915], [4.31938, 1.49434, -4.17843], [-2.95041, -5.10360, -1.99221], [-1.76045, -3.54206, -2.31714], [-3.03140, -2.12816, -2.87869], [-0.80385, -4.02498, -3.97509], [-0.48547, -3.00531, -1.01139], [-3.55912, -5.29051, -2.88244], [-3.62143, -4.93725, -1.14512], [-2.35653, -5.99718, -1.78419], [-3.86825, -2.57830, -3.41901], [-2.53174, -1.42740, -3.55129], [-3.43334, -1.56051, -2.03563], [-1.49013, -4.14288, -4.81913], [-0.24938, -4.95863, -3.85342], [-0.08141, -3.24226, -4.21963], [0.11503, -3.90836, -0.80463]], "total_energy_ha": -5773.953196, "gap_ha": 0.165, "charge": -2, "lumo_ev": 3.8}

***

Entry 2:
{"formula": "C3H6O2S3", "method": "ωB97M-V/def2-TZVPD", "species": ["C", "C", "C", "O", "O", "S", "S", "S", "H", "H", "H", "H", "H", "H"], "xyz": [[-0.58622, -0.15739, -0.01740], [-2.16526, -0.71491, -0.31615], [0.52972, -1.10524, -0.48988], [-2.47984, -1.58233, -1.10543], [1.69558, -0.48225, -0.23662], [-0.42632, 1.53299, -0.73570], [-0.63501, -0.08147, 1.83960], [-3.47818, 0.27215, 0.25367], [0.41417, -1.45222, -1.55547], [0.51918, -2.08594, 0.05748], [2.10297, -0.32533, -1.04509], [-1.08831, 1.25226, -1.92053], [0.75144, 0.10007, 1.91290], [-2.97553, 0.49619, 1.52828]], "total_energy_ha": -1462.896714, "gap_ha": 0.356, "lumo_ev": 0.4, "smiles": "O=C(S)C(S)(S)CO"}

***

Entry 3:
{"formula": "C2N6O4", "method": "ωB97M-V/def2-TZVPD", "species": ["C", "C", "N", "N", "N", "N", "N", "N", "O", "O", "O", "O"], "xyz": [[-1.61731, -0.21938, 0.87562], [3.47680, -0.68012, -0.12940], [-1.09988, -0.39796, 1.89299], [0.72036, 1.45845, -0.54622], [1.49591, 0.73556, -0.18642], [-2.06218, 0.26190, -0.26319], [2.17399, -0.10700, 0.21986], [-3.39898, 0.07835, -0.44830], [3.78183, -1.71211, 0.50590], [-4.08736, -0.63206, 0.29231], [4.05878, -0.10536, -1.05141], [-3.85946, 0.72777, -1.42389]], "total_energy_ha": -705.603869, "gap_ha": 0.311, "charge": -2, "lumo_ev": 6.4}

***

Entry 4:
{"formula": "C5H11N3O", "method": "ωB97M-V/def2-TZVPD", "species": ["C", "C", "C", "C", "C", "N", "N", "N", "O", "H", "H", "H", "H", "H", "H", "H", "H", "H", "H", "H"], "xyz": [[1.82646, -0.55862, -0.09587], [0.66634, 0.03510, 0.22355], [3.09134, 0.28031, -0.29956], [-1.46784, 0.10117, 1.24816], [-1.19605, -0.86238, -0.99785], [4.15688, -0.43719, -0.03871], [3.15580, 1.56831, -0.67244], [-0.62499, -0.64883, 0.39058], [4.89951, -0.88479, 0.72431], [1.90306, -1.70193, -0.22164], [0.54479, 1.03963, 0.62131], [-1.86990, 1.03491, 0.72516], [-2.36933, -0.50745, 1.44003], [-0.84253, 0.40744, 2.19947], [-0.97289, 0.12966, -1.53561], [-0.78456, -1.47662, -1.69284], [-2.26427, -1.01690, -1.04423], [2.53957, 1.97027, -1.36843], [4.10915, 2.08568, -0.75173], [-0.50956, -1.58362, 0.86100]], "total_energy_ha": -435.783538, "gap_ha": [0.308, 0.308], "charge": 2, "lumo_ev": [-10.0, -10.0], "smiles": "C[NH+](C)/C=C/C(=[NH2+])N=O"}

***

Quick rundown of energy relative to the best compared isomer or geometry (same formula, charge and spin), same order as above: 7.8, 11.2, 0.0, 120.9 kcal per mole